[1]
DFT (ωB97M-V/def2-TZVPD) results for a molecular structure, C30H26N4O8PdSTe.

Properties
<S²>: 2.054
Multiplicity: 3
E: -75472.58273 eV
HOMO-LUMO gap (spin up / spin down): 5.47 / 5.06 eV

Element x y z (Å)
Pd -0.9673 0.0397 0.3718
C 3.6835 -3.2714 -0.7300
C 2.3545 -2.5246 -0.9769
O 2.3463 -1.2857 -1.1479
C 1.1236 -3.3641 -0.9713
C 1.2262 -4.7349 -0.8453
C 0.1069 -5.5449 -1.0086
C -1.1621 -4.9991 -1.1358
C -1.3566 -3.5998 -1.0572
C -0.2204 -2.7317 -1.0793
O -0.4130 -1.4601 -1.1681
H 4.4388 -2.4777 -0.9272
H 3.8941 -4.0917 -1.4548
H 3.7882 -3.6629 0.2720
H 2.2226 -5.1613 -0.7008
H 0.2089 -6.6176 -0.9698
H -2.0459 -5.6683 -1.2283
H -2.3723 -3.1813 -1.0734
N -2.6797 4.2815 0.1722
C -2.5382 2.9573 -0.0224
S -2.2055 1.9703 1.3010
N -2.9095 2.4009 -1.2124
C -2.6696 3.0098 -2.4705
C -3.7075 3.6731 -3.1127
C -3.4624 4.4803 -4.2482
C -2.1517 4.6467 -4.7064
C -1.1108 3.9308 -4.1178
C -1.4058 3.0582 -3.0793
H -2.3297 4.6694 1.0505
H -2.6516 4.9211 -0.6229
H -2.9189 1.3789 -1.1588
H -4.6961 3.5695 -2.7458
H -4.2573 5.0088 -4.6978
H -1.9318 5.3946 -5.4636
H -0.0640 4.0715 -4.3917
H -0.5987 2.5131 -2.5913
C 1.0509 3.6637 0.4972
Te 0.7890 1.5958 -0.2664
C 2.6736 1.3320 0.7504
C 3.3205 2.6717 0.9114
C 4.7224 2.8310 1.1156
C 5.2688 4.1046 1.3146
C 4.4440 5.1945 1.3738
C 3.0516 5.0696 1.2067
C 2.4870 3.8235 0.8734
H 0.4022 3.8961 1.3862
H 0.7018 4.4172 -0.2255
H 3.3157 0.6253 0.2235
H 2.4396 0.9027 1.7286
H 5.4002 1.9453 1.2275
H 6.3712 4.1856 1.3963
H 4.8702 6.1774 1.5787
H 2.4455 5.9706 1.1889
O -4.6664 -1.9157 1.2199
C -3.4738 -1.7177 1.2037
O -2.9352 -0.7598 0.4830
C -2.5178 -2.5560 1.9973
C -2.7310 -3.9519 1.9787
C -1.5802 -4.7160 2.3391
C -0.3758 -4.1881 2.7680
C -0.3610 -2.8246 2.9663
C -1.4352 -1.9686 2.6676
N 0.8235 -2.1749 3.3707
O 0.7543 -1.0237 3.8154
O 1.9005 -2.7513 3.1788
N -1.7034 -6.1011 2.1069
O -0.6549 -6.7152 2.0965
O -2.8320 -6.5488 1.8502
H -3.6672 -4.4077 1.6445
H 0.5093 -4.7670 3.0524
H -1.3753 -0.9170 2.9292

Results of the Mulliken charge analysis, in e, for atoms 1 through 8: number 1, Pd, carries 0.848; number 2, C, carries -1.474; number 3, C, carries 0.820; number 4, O, carries -0.530; number 5, C, carries 0.765; number 6, C, carries -0.582; number 7, C, carries -0.605; number 8, C, carries -0.594


[2]
DFT (ωB97M-V/def2-TZVPD) results for a molecular structure, C30H26NP2PdTe4.

Properties
Charge: +1
E: -84247.83519 eV
HOMO-LUMO gap (spin up / spin down): 4.92 / 4.92 eV

Element x y z (Å)
Pd 0.5633 -0.6265 1.1592
C -1.0276 2.1594 2.2652
P 0.5347 1.8656 1.4153
C 1.6942 3.1231 2.0213
C 2.5487 2.8534 3.0881
C 3.3764 3.8472 3.5920
C 3.3541 5.1155 3.0324
C 2.5041 5.3923 1.9694
C 1.6787 4.4016 1.4607
C 0.2668 2.3741 -0.3220
C -0.9027 2.9852 -0.7629
C -1.0519 3.3284 -2.1038
C -0.0345 3.0699 -3.0073
C 1.1477 2.4834 -2.5673
C 1.2957 2.1417 -1.2347
C -1.9421 1.1550 1.6800
C -3.2605 1.1901 1.3481
C -3.5917 -0.0878 0.8028
C -2.4617 -0.8414 0.8537
C -2.1869 -2.2481 0.4769
P -0.5447 -2.1874 -0.2675
C -0.8383 -1.8225 -2.0044
C -1.0245 -2.8440 -2.9356
C -1.3837 -2.5222 -4.2345
C -1.5583 -1.1949 -4.6042
C -1.3732 -0.1797 -3.6777
C -1.0080 -0.4881 -2.3750
C 0.1438 -3.8613 -0.1930
C -0.2912 -4.8001 0.7403
C 0.3728 -6.0112 0.8803
C 1.4739 -6.2975 0.0890
C 1.9025 -5.3786 -0.8607
C 1.2465 -4.1670 -0.9957
N -1.4256 -0.0978 1.3929
H -1.3293 3.2014 2.1608
H -0.8613 1.9559 3.3267
H 2.5600 1.8719 3.5393
H 4.0364 3.6307 4.4218
H 3.9996 5.8911 3.4236
H 2.4858 6.3822 1.5328
H 1.0259 4.6230 0.6258
H -1.7065 3.2027 -0.0735
H -1.9665 3.8047 -2.4332
H -0.1544 3.3327 -4.0509
H 1.9542 2.2963 -3.2643
H 2.2316 1.7165 -0.8917
H -3.9172 2.0371 1.4776
H -4.5529 -0.4181 0.4405
H -2.9115 -2.6539 -0.2269
H -2.1490 -2.8982 1.3536
H -0.8995 -3.8800 -2.6499
H -1.5345 -3.3112 -4.9591
H -1.8448 -0.9543 -5.6197
H -1.5129 0.8532 -3.9646
H -0.8641 0.3024 -1.6466
H -1.1671 -4.6145 1.3458
H 0.0217 -6.7338 1.6053
H 1.9952 -7.2384 0.2076
H 2.7486 -5.6068 -1.4952
H 1.5812 -3.4593 -1.7433
Te 2.9074 -1.1811 0.2121
Te 2.5810 -0.9530 2.8644
Te 0.1576 -2.1685 3.2862
Te -1.1113 -0.8606 5.0742

Results of the Mulliken charge analysis, in e, for atoms 1 through 8: number 1, Pd, carries 0.074; number 2, C, carries -1.081; number 3, P, carries 1.608; number 4, C, carries 0.891; number 5, C, carries -0.048; number 6, C, carries -0.750; number 7, C, carries -0.501; number 8, C, carries -0.731


[3]
DFT (ωB97M-V/def2-TZVPD) results for 4 unconnected molecules or ions with the total composition C30H26O9.

Properties
E: -49951.74421 eV
HOMO-LUMO gap: 8.07 eV
SMILES string: C#CC1=C(CCCCCC)C(=O)OC1=O.O=C1C=CC(=O)C=C1.O=C1C=CC(=O)C=C1.O=C1C=CC(=O)C=C1

Element x y z (Å)
C 0.5644 -0.4946 6.0347
C 0.5788 -1.6127 5.5335
C 0.5664 -2.9805 4.8508
C -0.0819 -3.2726 3.6608
C -0.9800 -2.4848 2.6678
C -1.0843 -0.9200 2.8694
C 0.1138 -0.0579 2.2663
C 1.5101 -0.8045 2.1425
C 1.6799 -1.6605 0.7750
C 3.1233 -1.3133 0.1560
C 0.2840 -4.8016 3.4947
O -0.2286 -5.6082 2.7529
O 1.3056 -5.2253 4.3764
C 1.3425 -4.2309 5.3996
O 1.8975 -4.3139 6.4605
H 0.7656 0.5771 6.2934
H -0.6988 -2.7087 1.5841
H -2.0410 -2.9013 2.7746
H -2.0205 -0.5909 2.3045
H -1.2854 -0.5976 3.9419
H 0.2793 0.8100 2.9919
H -0.1298 0.3755 1.2402
H 2.3038 0.0165 2.0643
H 1.8053 -1.4276 3.0347
H 1.6325 -2.7520 1.0831
H 0.8295 -1.3406 0.1061
H 3.4206 -2.1684 -0.5341
H 3.0788 -0.3718 -0.4866
H 3.9029 -1.1251 0.9500
O -7.6312 2.7230 1.4079
C -6.5981 2.3321 1.9124
C -5.4506 3.2438 2.1195
C -4.3167 2.8133 2.6711
C -4.1566 1.4066 3.1016
O -3.1223 1.0149 3.6066
C -5.3036 0.4949 2.8947
C -6.4375 0.9250 2.3431
H -5.5848 4.2696 1.7997
H -3.4672 3.4658 2.8295
H -5.1692 -0.5311 3.2146
H -7.2869 0.2723 2.1848
O 5.0124 1.4238 -6.2813
C 4.7531 1.3963 -5.0944
C 3.7642 2.3230 -4.5028
C 3.4818 2.2942 -3.2020
C 4.1433 1.3337 -2.2932
O 3.8834 1.3065 -1.1048
C 5.1325 0.4060 -2.8837
C 5.4151 0.4347 -4.1852
H 3.2886 3.0192 -5.1818
H 2.7610 2.9657 -2.7524
H 5.6079 -0.2904 -2.2041
H 6.1355 -0.2369 -4.6350
O 1.2907 0.4044 -4.4027
C 0.2679 0.8001 -4.9283
C 0.2167 2.1002 -5.6339
C -0.9058 2.5321 -6.2069
C -2.1492 1.7301 -6.1640
O -3.1714 2.1237 -6.6882
C -2.0981 0.4302 -5.4586
C -0.9754 -0.0016 -4.8857
H 1.1338 2.6738 -5.6570
H -0.9614 3.4805 -6.7263
H -3.0162 -0.1435 -5.4360
H -0.9198 -0.9500 -4.3662

Results of the Mulliken charge analysis, in e, for atoms 1 through 8: number 1, C, carries 0.258; number 2, C, carries -0.539; number 3, C, carries 0.411; number 4, C, carries 0.530; number 5, C, carries -0.659; number 6, C, carries -0.199; number 7, C, carries -0.726; number 8, C, carries -0.467


> The highest E belongs to which entry?

C30H26O9